{"formula": "C41H45BiBr2N6O2P2S", "method": "ωB97M-V/def2-TZVPD", "energy_ev": -231611.9056, "e_above_lowest_kj_mol": 6.38, "orbital_gap_ev": 7.54, "homo_energy_ev": -12.9, "charge": 2, "e_lumo_ha": -0.1977, "species": ["N", "C", "H", "H", "C", "H", "H", "H", "H", "N", "H", "C", "C", "H", "C", "H", "C", "C", "H", "C", "C", "H", "O", "C", "H", "C", "H", "H", "N", "H", "H", "Br", "H", "C", "C", "H", "H", "C", "H", "H", "H", "C", "H", "C", "H", "C", "P", "C", "H", "C", "C", "C", "N", "H", "C", "N", "C", "C", "H", "H", "H", "H", "H", "C", "C", "H", "H", "H", "H", "C", "C", "H", "H", "C", "S", "C", "H", "Br", "H", "P", "C", "H", "H", "C", "O", "C", "H", "C", "C", "H", "H", "C", "C", "C", "H", "Bi", "C", "N", "C", "C"], "coordinates": [[-0.29299, 2.56462, 3.06320], [5.03265, 0.69758, 4.18721], [-2.54604, -0.24567, 2.78001], [-1.46655, 3.92825, 4.14024], [1.40679, -3.26179, 0.26796], [1.83348, -5.59923, -1.85903], [3.05840, -0.64669, -1.48061], [2.05639, -5.73020, -0.11879], [1.49231, 5.38561, -3.32476], [3.13166, 0.30796, 1.04701], [1.51701, -2.46549, 3.14653], [-1.60821, 3.40028, -2.16348], [-4.91476, 0.29488, -0.58748], [-2.49243, 2.85744, -1.85970], [2.18873, -3.09125, 2.55225], [-2.39851, -4.50029, 2.44125], [-0.14282, 0.23765, -3.78099], [-1.14179, 0.49271, -4.72120], [1.23427, -5.79761, 2.14947], [3.45000, 0.41226, 2.37334], [-1.35950, 2.85153, 4.00721], [1.84626, -1.77223, -5.65396], [1.70865, -2.04261, 0.07004], [-5.60640, 2.90899, 0.07390], [-2.41176, 0.23188, -2.21683], [2.37878, 0.32743, 3.30534], [2.97363, -2.47845, 2.11733], [1.63773, 2.95267, -3.03256], [-1.68432, 0.37397, -1.52159], [-6.97349, 0.05023, -1.12004], [-0.84967, 4.55908, 0.62251], [1.28765, 0.38506, 5.89844], [0.13969, -4.60481, 2.87246], [0.64254, -4.90338, 1.95108], [-0.14524, 3.16824, 1.89641], [-1.96008, 1.16575, -4.48590], [-7.58476, 2.36722, -0.53850], [-4.29653, 2.47765, 0.22738], [4.48198, 0.28287, -1.98574], [0.09565, -3.99345, -2.63774], [-5.87956, 3.92175, 0.33628], [4.77837, 0.58290, 2.79120], [-2.60365, -2.46695, 3.82607], [-2.17894, -2.15915, 0.00409], [-1.71386, 4.47124, 2.12222], [2.67618, 0.45825, 4.63471], [-0.18860, 0.95613, -2.12979], [1.35338, -5.43791, -0.89377], [6.80259, 0.75249, 2.06429], [5.41502, 0.50870, 0.46636], [4.00244, 0.64192, 5.08085], [-0.56873, 5.49466, -2.73654], [1.47120, -3.79296, 1.50307], [4.18940, 0.73272, 6.14084], [-2.48294, -2.38206, 2.75485], [-0.99082, 4.11726, 1.51651], [0.62545, 4.83022, -2.99381], [-6.21872, 0.72923, -0.74847], [0.46968, -6.07486, -0.83818], [-0.11956, -5.12798, 1.21218], [-0.63047, 6.56556, -2.87177], [-1.07894, 2.42812, 4.96779], [-2.31051, 2.42122, 3.68395], [-1.07521, -0.08548, -5.97527], [-2.36215, -3.52505, 1.97445], [2.64850, -3.82698, 3.21191], [1.65045, -3.14392, -2.60230], [-3.53897, 3.15669, 0.60142], [0.05161, -1.34611, -7.29264], [0.93279, -0.57556, -4.12315], [-6.56309, 2.03437, -0.41786], [-4.66125, -0.73329, -0.81905], [0.34865, 1.79512, 3.25309], [-1.68345, 4.77822, -2.32789], [1.17749, 2.78678, 0.85365], [-2.20605, -3.41237, 0.60140], [0.21650, -2.40931, -1.86377], [6.78887, 0.92627, 4.81225], [1.71884, -0.75921, -3.40052], [-2.21943, 0.68106, 0.07973], [-2.31471, -1.00714, 0.77580], [-2.12193, -4.29939, -0.01337], [-2.62312, 5.28885, -2.15924], [3.62597, 0.26986, -1.31504], [1.13329, 0.11422, 2.85446], [4.06034, 0.35540, 0.11123], [-2.05902, -2.07082, -1.06771], [-3.94256, 1.17184, -0.10610], [-0.00229, -0.90553, -6.30667], [-1.84700, 0.11231, -6.70605], [6.15985, 0.54330, -0.31469], [-0.41514, 2.73360, -2.41021], [1.00565, -1.14719, -5.38626], [0.73678, -3.34805, -2.03871], [2.98593, 1.12015, -1.56487], [0.82131, 0.07570, 0.75516], [-2.45374, -1.13189, 2.15952], [1.02292, -4.02035, -0.78014], [0.70010, 3.45917, -2.82890], [5.76642, 0.62549, 1.78178]], "forces_ev_per_angstrom": [[0.04, 0.03, -0.24], [-0.13, -0.03, -0.07], [-0.01, 0.02, -0.01], [-0.02, 0.00, 0.06], [-0.09, 0.08, -0.06], [0.01, -0.02, 0.01], [-0.01, -0.04, 0.02], [-0.02, 0.00, 0.03], [0.02, 0.00, 0.00], [-0.25, -0.14, 0.04], [0.01, 0.02, 0.00], [0.01, 0.02, 0.00], [0.01, -0.05, 0.02], [-0.05, -0.06, 0.02], [0.05, 0.04, 0.11], [-0.02, -0.01, 0.00], [0.02, -0.03, -0.06], [-0.03, 0.08, 0.02], [0.02, 0.00, 0.01], [-0.14, -0.04, 0.00], [0.03, -0.01, 0.03], [0.03, -0.01, 0.00], [0.02, -0.08, 0.12], [0.04, -0.02, -0.01], [0.00, -0.10, 0.02], [0.14, -0.09, -0.22], [0.01, 0.03, 0.01], [0.01, -0.04, 0.01], [-0.34, 0.19, -0.39], [-0.01, -0.02, -0.01], [0.01, 0.02, -0.07], [-0.05, -0.02, 0.02], [0.04, -0.02, -0.02], [0.04, -0.10, -0.02], [-0.06, -0.10, 0.23], [0.01, -0.01, 0.02], [-0.02, 0.00, 0.00], [-0.03, 0.02, -0.01], [-0.02, -0.01, 0.00], [0.00, 0.00, 0.00], [-0.01, 0.02, 0.00], [0.11, 0.04, 0.09], [-0.01, 0.00, 0.03], [0.01, 0.02, 0.00], [0.02, -0.01, -0.01], [0.14, 0.02, 0.09], [0.01, 0.05, 0.53], [0.02, -0.07, 0.02], [0.01, 0.00, 0.00], [-0.10, 0.01, 0.06], [0.00, 0.01, -0.08], [0.02, -0.01, 0.00], [-0.03, -0.06, -0.17], [0.02, 0.01, 0.02], [0.01, -0.05, 0.02], [-0.09, 0.16, 0.03], [-0.04, 0.06, -0.01], [-0.04, 0.03, 0.01], [-0.01, 0.02, -0.01], [0.04, -0.02, 0.00], [-0.01, 0.02, 0.00], [-0.05, -0.02, -0.02], [0.01, 0.04, -0.01], [0.02, -0.03, -0.05], [-0.08, 0.04, 0.03], [0.00, 0.00, -0.01], [0.01, -0.01, 0.00], [0.00, 0.00, 0.00], [0.00, -0.01, -0.02], [0.01, -0.06, -0.02], [-0.03, 0.01, 0.00], [0.03, -0.01, 0.00], [-0.19, 0.15, 0.09], [-0.03, 0.06, 0.00], [0.06, -0.17, -0.13], [-0.04, 0.03, -0.03], [0.02, -0.01, 0.01], [0.05, 0.01, 0.03], [0.00, 0.01, 0.01], [0.51, -0.13, 0.10], [-0.09, -0.07, -0.02], [-0.01, -0.02, -0.01], [-0.01, 0.00, 0.01], [0.07, 0.03, -0.07], [0.02, -0.07, 0.42], [0.14, 0.04, -0.05], [0.00, -0.02, -0.04], [-0.11, 0.06, -0.02], [0.02, -0.02, -0.01], [-0.02, 0.01, 0.00], [0.02, 0.00, -0.01], [0.02, 0.01, -0.12], [-0.05, 0.03, 0.00], [-0.07, 0.00, -0.03], [-0.01, 0.01, 0.00], [0.36, 0.30, -0.33], [0.03, 0.05, 0.01], [0.03, 0.05, 0.06], [0.02, 0.00, 0.01], [-0.04, -0.01, -0.01]], "lowdin_charge": [-0.016, -0.615, 0.101, 0.096, -0.482, 0.101, 0.058, 0.096, 0.114, -0.024, 0.091, -0.108, -0.077, 0.075, -0.016, 0.115, -0.372, -0.080, 0.104, -0.168, -0.035, 0.112, -0.214, -0.063, 0.067, -0.427, 0.090, 0.103, -0.412, 0.115, 0.098, 0.855, 0.095, -0.037, -0.839, 0.111, 0.116, -0.119, 0.098, 0.106, 0.112, -0.165, 0.116, -0.110, 0.111, -0.590, 0.874, -0.024, 0.096, 0.028, -0.138, -0.065, -0.108, 0.108, -0.056, 0.154, -0.063, -0.056, 0.097, 0.070, 0.113, 0.076, 0.093, -0.057, -0.082, 0.108, 0.097, 0.078, 0.116, -0.117, -0.053, 0.108, 0.068, -0.078, 0.625, -0.078, 0.061, 0.860, 0.075, 0.884, -0.442, 0.113, 0.111, -0.022, -0.426, -0.289, 0.092, -0.382, -0.054, 0.115, 0.128, -0.400, -0.064, -0.037, 0.066, 1.706, -0.108, -0.116, -0.113, 0.024]}